# 1
The ion C5H12NOS with charge -1 at a distorted geometry, computed with ωB97M-V/def2-TZVPD.

Output
multiplicity	1
net charge	-1
HOMO level	-2.46	eV
gap between HOMO and LUMO	5.5884	eV
structure (SMILES)	OCCCNCC[S-]

The geometry in XYZ format:
```
20
Properties=species:S:1:pos:R:3:lowdin_charge:R:1
O -1.106 2.847 2.750 -0.12
C -1.261 1.429 2.516 -0.24
C -1.540 1.161 1.083 -0.22
C -0.257 0.979 0.232 -0.25
N 0.246 -0.387 0.548 -0.14
C -0.129 -1.419 -0.382 -0.33
C 0.326 -1.126 -1.967 -0.71
S 1.995 -1.944 -2.437 -0.07
H -1.155 3.525 2.113 0.04
H -2.161 1.251 3.203 0.13
H -0.228 1.102 2.745 0.12
H -1.970 0.261 0.606 0.10
H -2.220 1.912 0.685 0.10
H -0.579 0.889 -0.854 0.09
H 0.418 1.904 0.347 0.13
H 1.301 -0.515 0.627 0.13
H -1.321 -1.553 -0.473 0.11
H 0.307 -2.398 0.048 0.10
H -0.405 -1.526 -2.602 -0.03
H 0.396 0.038 -2.174 0.04
```



# 2
A structure of composition C5H12NS at a distorted geometry, computed with ωB97M-V/def2-TZVPD.

Output
multiplicity	1
net charge	-1
HOMO level	-2.18	eV
gap between HOMO and LUMO	4.9908	eV

The geometry in XYZ format:
```
19
Properties=species:S:1:pos:R:3:lowdin_charge:R:1
C -2.007 0.359 0.291 -0.33
C -2.866 -0.712 -0.355 -0.84
S -4.633 -0.601 0.047 0.03
C -0.547 0.308 -0.200 -0.28
N 0.250 -0.686 0.532 -0.07
C 1.642 -0.547 0.134 -0.17
C 3.293 0.561 -0.095 -0.08
H -2.022 0.286 1.393 0.09
H -2.358 1.380 0.100 0.09
H -2.542 -1.744 -0.200 0.03
H -2.689 -0.481 -1.410 0.03
H -0.128 1.317 -0.301 0.10
H -0.604 -0.138 -1.193 0.10
H 0.258 -0.475 1.535 0.10
H 2.159 -1.484 0.237 0.05
H 1.816 0.478 -0.385 0.04
H 3.318 1.390 0.636 0.02
H 4.027 -0.158 0.284 0.03
H 3.633 0.948 -1.051 0.04
```



# 3
A cluster of 2 separate species, C5H12NS in total at a distorted geometry, computed with ωB97M-V/def2-TZVPD.

Output
multiplicity	1
net charge	+1
HOMO level (alpha / beta)	-13.99 / -13.99	eV
gap between HOMO and LUMO (alpha / beta)	9.1499 / 9.1493	eV

The geometry in XYZ format:
```
19
Properties=species:S:1:pos:R:3:lowdin_charge:R:1
C 1.838 -0.213 -0.601 -0.12
C 1.267 -1.049 0.420 -0.24
C 0.518 0.216 -0.230 -0.26
C -0.593 -0.151 -1.049 -0.46
C 1.020 -2.498 0.123 -0.06
N -2.229 2.663 0.831 -0.02
S -2.137 0.338 -1.271 0.97
H 2.550 0.445 -0.292 0.10
H 2.169 -0.728 -1.474 0.14
H 1.508 -0.831 1.522 0.18
H 0.428 1.074 0.443 0.14
H -0.291 -1.088 -1.739 0.14
H 1.914 -3.003 0.500 0.09
H 0.587 -2.673 -0.918 0.10
H 0.274 -2.948 0.914 0.12
H -2.882 3.312 0.495 0.02
H -1.262 3.118 0.666 0.10
H -2.351 2.639 1.913 0.11
H -2.328 1.377 -0.252 -0.07
```



# 4
A cluster of 2 separate species, C5H12NS in total at a distorted geometry, computed with ωB97M-V/def2-TZVPD.

Output
multiplicity	1
net charge	+1
HOMO level (alpha / beta)	-13.41 / -13.39	eV
gap between HOMO and LUMO (alpha / beta)	7.5964 / 7.5413	eV

The geometry in XYZ format:
```
19
Properties=species:S:1:pos:R:3:lowdin_charge:R:1
C -2.474 -1.611 0.996 -0.05
C 0.519 -0.126 -0.639 -0.31
C 1.501 1.697 0.580 0.01
C -0.891 1.701 -0.054 0.01
C 2.456 -1.766 -1.893 -0.24
N 0.379 0.949 -0.029 -0.27
S 1.826 -1.239 -0.497 1.09
H -2.725 -1.128 1.924 0.02
H -3.458 -1.730 0.486 0.04
H 2.512 1.347 0.245 0.11
H 1.313 2.721 0.627 0.08
H 1.324 1.330 1.618 0.13
H -0.757 2.444 0.666 0.07
H -1.108 2.061 -1.050 0.11
H -1.852 1.023 0.039 0.14
H 2.524 -1.213 -2.765 0.03
H -2.324 -2.621 1.397 0.03
H 3.018 -2.639 -1.909 0.03
H -1.783 -1.201 0.258 -0.02
```



# 5
The ion C5H12NS with charge +1 at a distorted geometry, computed with ωB97M-V/def2-TZVPD.

Output
multiplicity	3
net charge	+1
HOMO level (alpha / beta)	-10.67 / -13.57	eV
gap between HOMO and LUMO (alpha / beta)	7.0941 / 8.7248	eV
expectation value of S²	2.009

The geometry in XYZ format:
```
19
Properties=species:S:1:pos:R:3:lowdin_charge:R:1
C -0.349 -0.534 -0.584 -0.36
C -1.835 -0.688 0.086 -0.53
C 0.679 0.441 -0.057 -0.21
C 0.305 -1.966 -0.726 -0.04
C 0.410 1.154 1.231 -0.07
N 1.347 1.267 -1.127 0.21
S -2.708 0.631 0.559 0.83
H -0.864 -0.208 -1.539 0.13
H -2.089 -1.749 0.376 0.09
H 0.966 -2.207 0.066 0.07
H 0.941 -2.030 -1.627 0.09
H -0.452 -2.686 -0.746 0.05
H 0.184 0.439 2.023 0.10
H -0.460 1.921 1.038 0.10
H 1.185 1.797 1.608 0.07
H 1.402 2.311 -1.004 0.19
H 0.816 0.842 -1.986 0.20
H 2.318 1.004 -1.267 0.16
H -3.393 0.104 1.545 -0.11
```



# 6
The ion C5H12NS3 with charge +1 at a distorted geometry, computed with ωB97M-V/def2-TZVPD.

Output
multiplicity	1
net charge	+1
HOMO level	-12.38	eV
gap between HOMO and LUMO	7.3891	eV
structure (SMILES)	C[N+](C)=CCSC(S)S

The geometry in XYZ format:
```
21
Properties=species:S:1:pos:R:3:lowdin_charge:R:1
C 1.042 -0.736 2.886 -0.03
N 0.186 -0.221 1.915 -0.15
C -1.251 -0.022 2.306 0.02
C 0.716 0.308 0.835 -0.02
C -0.102 0.769 -0.335 -0.44
S -0.393 -0.589 -1.564 0.79
C -0.655 0.188 -3.185 -1.22
S -0.809 -1.265 -4.348 0.67
S 0.891 1.160 -3.602 0.69
H 1.172 -0.132 3.749 0.11
H 0.738 -1.774 3.055 0.13
H 2.054 -0.750 2.414 0.12
H -1.905 -0.974 2.203 0.14
H -1.348 0.164 3.385 0.10
H -1.790 0.794 1.758 0.11
H 1.790 0.108 0.651 0.16
H -1.041 1.276 -0.138 0.08
H 0.370 1.631 -0.769 0.07
H -1.646 0.647 -3.382 0.04
H 0.316 -1.101 -4.982 -0.17
H 1.666 0.517 -2.851 -0.20
```



# 7
The ion C5H12NSe with charge +1 at a distorted geometry, computed with ωB97M-V/def2-TZVPD.

Output
multiplicity	1
net charge	+1
HOMO level	-12.68	eV
gap between HOMO and LUMO	9.2316	eV
structure (SMILES)	C[Se][C@@H]1CCC[NH2+]1

The geometry in XYZ format:
```
19
Properties=species:S:1:pos:R:3:lowdin_charge:R:1
C 3.029 -1.247 -0.135 -0.44
Se 2.208 0.468 -0.012 0.99
C 0.268 0.053 -0.458 -0.52
C -0.572 1.290 -0.764 -0.20
C -1.767 1.299 0.199 -0.15
C -1.905 -0.176 0.594 -0.14
N -0.505 -0.694 0.621 0.02
H 2.400 -1.976 0.461 0.05
H 3.124 -1.611 -1.139 0.02
H 4.085 -0.940 0.081 0.04
H 0.326 -0.632 -1.456 0.16
H -0.805 1.057 -1.761 0.11
H -0.074 2.168 -0.730 0.07
H -1.538 2.023 1.030 0.14
H -2.687 1.694 -0.248 0.13
H -2.405 -0.057 1.637 0.17
H -2.536 -0.620 -0.113 0.12
H -0.060 -0.333 1.577 0.22
H -0.585 -1.762 0.616 0.21
```



# 8
A cluster of 2 separate species, C5H12O in total at a distorted geometry, computed with ωB97M-V/def2-TZVPD.

Output
multiplicity	1
net charge	0
HOMO level	-9.19	eV
gap between HOMO and LUMO	10.0716	eV
structure (SMILES)	C=CO.CCC

The geometry in XYZ format:
```
18
Properties=species:S:1:pos:R:3:lowdin_charge:R:1
C -1.776 0.233 1.666 0.02
C -2.321 -0.789 1.013 -0.27
O -3.683 -0.891 0.838 -0.03
H -0.701 0.191 1.749 0.02
H -2.344 1.112 1.917 0.06
H -1.843 -1.628 0.524 0.10
H -3.969 -1.799 0.816 0.08
C 0.666 -0.099 -1.663 -0.12
C 2.062 0.183 -1.052 -0.31
C 1.934 0.847 0.328 -0.12
H 0.136 0.823 -1.911 0.07
H 0.926 -0.673 -2.556 0.06
H 0.007 -0.674 -1.014 0.04
H 2.635 -0.740 -0.981 0.09
H 2.503 0.906 -1.743 0.10
H 2.858 0.698 0.912 0.07
H 1.197 0.401 1.000 0.04
H 1.713 1.901 0.155 0.07
```



E, record by record: -19750.612, -17699.673, -17695.849, -17693.430, -17693.666, -39366.795, -72207.766, -7425.745 eV
Relative energy (zero: lowest compared OMol25 entry of this formula, charge and spin), record by record: 349.1, 590.3, 273.8, 507.2, 61.8, 0.0, 39.9, 151.1 kJ/mol
M, record by record: 134.22, 118.22, 118.22, 118.22, 118.22, 182.36, 165.12, 88.15 g mol⁻¹